A:
Density functional theory data (the ωB97M-V functional and the def2-TZVPD basis) for a 2-piece molecular cluster, C16H17NO overall.

CARTESIAN COORDINATES (ANGSTROEM)
C  -2.6506  -1.6472  3.6345
C  -1.1909  -1.7485  3.5706
C  -0.4281  -2.6019  4.3048
N  0.9259  -2.3662  3.8709
C  1.0479  -1.2434  3.0395
C  2.1452  -0.5975  2.4513
C  1.7614  0.6328  1.8607
C  0.4847  1.0123  1.6069
C  -0.5952  0.3398  2.1342
C  -0.3500  -0.8502  2.8054
H  -3.1483  -2.6349  3.7914
H  -3.1303  -1.1371  2.6808
H  -2.8513  -0.9607  4.4586
H  -0.5614  -3.4097  5.0326
H  1.8116  -2.7775  4.2434
H  3.1469  -0.9039  2.6257
H  2.6324  1.4023  1.7184
H  0.4080  2.1590  1.1452
H  -1.5296  0.8453  2.3105
C  -0.2826  3.4672  -3.5383
C  -0.1465  1.9953  -3.4285
C  -0.4222  1.2703  -4.6854
C  -0.2252  -0.0757  -4.7372
C  0.4361  -0.7417  -3.7520
O  0.5955  -2.0802  -3.9032
C  0.7301  -0.0951  -2.5813
C  0.3415  1.2404  -2.3569
H  -0.8703  3.9507  -2.5836
H  -0.6114  3.8326  -4.5116
H  0.6408  3.8786  -3.5894
H  -0.5726  1.8828  -5.5893
H  -0.3658  -0.5808  -5.7649
H  0.9094  -2.5519  -3.0891
H  1.1160  -0.6825  -1.7384
H  0.7991  1.7772  -1.4363

Calculated values
SMILES string: Cc1c[nH]c2ccccc12.Cc1ccc(O)cc1
Highest occupied orbital energy in eV: -7.873
E_LUMO in eV: 0.787
Spin multiplicity: 1
Net charge: 0
Kohn-Sham gap in eV: 8.661

Results of the Löwdin charge analysis, in e, for atoms 1 through 8: atom 1 (C): -0.074, atom 2 (C): -0.288, atom 3 (C): -0.023, atom 4 (N): 0.029, atom 5 (C): -0.186, atom 6 (C): -0.018, atom 7 (C): -0.148, atom 8 (C): -0.159

=====

B:
Density functional theory data (the ωB97M-V functional and the def2-TZVPD basis) for a 2-piece molecular cluster, C16H17NO overall.

CARTESIAN COORDINATES (ANGSTROEM)
C  -0.8865  -0.4866  -3.4178
C  -0.3506  0.6826  -2.7568
C  -0.4799  2.0866  -3.0206
N  0.5446  2.7618  -2.3675
C  1.3144  1.9336  -1.6578
C  2.4964  2.1292  -0.9070
C  3.1062  0.9740  -0.3198
C  2.4549  -0.2429  -0.3372
C  1.3403  -0.4566  -1.1732
C  0.7865  0.6112  -1.8917
H  -0.2402  -1.3922  -3.1183
H  -0.9111  -0.4216  -4.5264
H  -2.0008  -0.4199  -3.0869
H  -1.3559  2.5081  -3.4916
H  0.2565  3.6019  -1.9856
H  2.9171  3.0325  -1.1413
H  3.8143  1.1180  0.4323
H  2.6621  -1.1392  0.2953
H  0.9280  -1.4344  -1.4117
C  -1.1706  0.2465  4.4588
C  -1.0710  -0.4394  3.0551
C  -1.4041  0.2570  1.8376
C  -1.2518  -0.4728  0.6051
C  -0.9268  -1.8032  0.6676
O  -1.1131  -2.4348  -0.5112
C  -0.4657  -2.4650  1.7732
C  -0.7864  -1.7523  2.9802
H  -1.7043  1.1068  4.5564
H  -0.1738  0.4933  4.7804
H  -1.6165  -0.3626  5.2286
H  -1.8842  1.2167  1.9218
H  -1.4984  -0.0143  -0.3145
H  -0.9397  -3.3103  -0.7448
H  0.0565  -3.4311  1.6403
H  -0.4465  -2.2805  3.9489

Calculated values
SMILES string: Cc1c[nH]c2ccccc12.Cc1ccc(O)cc1
Highest occupied orbital energy in eV: -7.505
E_LUMO in eV: 0.758
Spin multiplicity: 1
Net charge: 0
Kohn-Sham gap in eV: 8.263

Results of the Löwdin charge analysis, in e, for atoms 1 through 8: atom 1 (C): -0.068, atom 2 (C): -0.264, atom 3 (C): -0.015, atom 4 (N): 0.054, atom 5 (C): -0.215, atom 6 (C): 0.009, atom 7 (C): -0.086, atom 8 (C): -0.096

=====

Of them, A has the highest stability.

=====

A:
Density functional theory data (the ωB97M-V functional and the def2-TZVPD basis) for C5H12NP as an isolated structure.

CARTESIAN COORDINATES (ANGSTROEM)
C  -0.1562  0.9766  -0.6940
C  0.0622  0.4153  0.4918
C  -1.1976  1.9300  -1.1682
C  0.3221  -2.3211  -0.0094
C  -0.8076  0.4341  1.6816
N  2.3438  -0.3217  -0.4732
P  1.8665  0.7109  0.5823
H  0.5223  0.7904  -1.5037
H  -1.4758  2.6561  -0.3362
H  -1.9811  1.3046  -1.6388
H  -0.8561  2.4641  -1.9870
H  0.5580  -2.5684  1.0514
H  0.4398  -3.2743  -0.5057
H  -0.7583  -1.9271  -0.1860
H  -1.5397  -0.4243  1.4457
H  -1.3431  1.3757  1.8852
H  -0.3026  0.1142  2.5910
H  3.3055  -0.4551  -0.8411
H  0.9977  -1.8798  -0.3859

Calculated values
Highest occupied orbital energy in eV: -8.547
E_LUMO in eV: 0.442
Spin multiplicity: 1
Net charge: 0
Kohn-Sham gap in eV: 8.989

Results of the Löwdin charge analysis, in e, for atoms 1 through 8: atom 1 (C): -0.275, atom 2 (C): -0.583, atom 3 (C): -0.079, atom 4 (C): -0.042, atom 5 (C): -0.119, atom 6 (N): -0.334, atom 7 (P): 0.883, atom 8 (H): 0.076

=====

B:
Density functional theory data (the ωB97M-V functional and the def2-TZVPD basis) for a single C5H12NP molecule.

CARTESIAN COORDINATES (ANGSTROEM)
C  -1.8682  1.9151  -0.6966
C  -1.1340  0.6053  -0.3727
P  -2.0037  -0.9457  -0.4569
N  0.2191  0.7626  -0.1514
C  0.8129  -0.5346  -0.0458
C  2.0935  -0.5577  -0.8261
C  1.2951  -0.7721  1.4969
H  -2.3281  2.0797  0.2741
H  -1.1183  2.6086  -0.7137
H  -2.6179  1.7796  -1.3500
H  -3.2392  -0.2720  -0.2057
H  -1.7149  -1.2517  0.7979
H  0.0766  -1.3319  -0.2397
H  2.9998  -0.0825  -0.3998
H  2.3069  -1.5389  -0.9430
H  1.9954  -0.1180  -1.7288
H  1.7636  0.1219  1.8139
H  2.0462  -1.5354  1.5738
H  0.4151  -0.9322  2.1736

Calculated values
SMILES string: C/C(P)=N/C(C)C
Highest occupied orbital energy in eV: -9.030
E_LUMO in eV: 0.945
Spin multiplicity: 1
Net charge: 0
Kohn-Sham gap in eV: 9.976

Results of the Löwdin charge analysis, in e, for atoms 1 through 8: atom 1 (C): -0.083, atom 2 (C): -0.571, atom 3 (P): 0.880, atom 4 (N): 0.053, atom 5 (C): -0.508, atom 6 (C): -0.071, atom 7 (C): -0.046, atom 8 (H): 0.080

=====

C:
Density functional theory data (the ωB97M-V functional and the def2-TZVPD basis) for a 2-piece molecular cluster, C5H12NP overall.

CARTESIAN COORDINATES (ANGSTROEM)
C  1.9043  -1.0461  0.4140
C  0.6454  -0.9761  1.1844
C  0.7608  -0.1771  -0.1241
C  0.8925  1.3241  0.0006
C  0.0317  -0.6632  -1.2509
N  -2.4460  -1.1273  -0.1174
P  -3.2599  0.1859  0.3180
H  2.7742  -0.5247  0.7800
H  2.1278  -1.9549  -0.1237
H  -0.0277  -1.8165  1.1748
H  0.6125  -0.3911  2.0896
H  1.4057  1.7317  -0.8700
H  1.4526  1.5967  0.8902
H  -0.0946  1.7778  0.0621
H  -0.3817  0.0151  -1.9736
H  -0.0036  -1.7148  -1.4625
H  -2.8271  -1.5942  -0.9317
H  -2.3525  0.6970  1.2539
H  -3.0189  1.2117  -0.6296

Calculated values
Highest occupied orbital energy (spin up / spin down) in eV: -7.075 / -8.414
E_LUMO (spin up / spin down) in eV: -0.774 / 0.556
Spin multiplicity: 1
Net charge: 0
Kohn-Sham gap (spin up / spin down) in eV: 6.302 / 8.970

Results of the Löwdin charge analysis, in e, for atoms 1 through 8: atom 1 (C): -0.094, atom 2 (C): -0.107, atom 3 (C): -0.555, atom 4 (C): -0.048, atom 5 (C): 0.062, atom 6 (N): -0.343, atom 7 (P): 0.631, atom 8 (H): 0.100

=====

Of them, B has the highest stability.